w) {
  "formula": "C7H17N2",
  "method": "ωB97M-V/def2-TZVPD",
  "elements": ["C", "C", "C", "C", "C", "C", "C", "N", "N", "H", "H", "H", "H", "H", "H", "H", "H", "H", "H", "H", "H", "H", "H", "H", "H", "H"],
  "coordinates": [[-0.265, 0.272, -2.038], [1.418, -1.597, 0.619], [2.031, 0.745, 1.533], [-1.883, -0.946, 0.061], [-2.107, 1.528, 0.399], [1.378, -0.057, 0.365], [-1.134, 0.331, 0.607], [0.155, 0.607, 0.135], [0.791, -0.130, -2.586], [-0.870, 0.929, -2.742], [2.423, -2.124, 0.762], [0.929, -1.606, 1.704], [0.901, -2.189, -0.213], [1.884, 1.860, 1.177], [3.117, 0.373, 1.513], [1.611, 0.480, 2.535], [-1.894, -0.809, -1.064], [-1.611, -1.901, 0.535], [-3.059, -0.865, 0.272], [-1.980, 1.942, -0.616], [-1.915, 2.307, 1.139], [-3.162, 1.184, 0.434], [1.860, 0.224, -0.554], [-1.114, 0.083, 1.678], [1.102, 0.061, -3.617], [1.391, -0.701, -2.038]],
  "lowdin_charge": [0.0826, -0.0514, -0.0290, -0.0506, -0.0438, -0.5114, -0.4645, 0.1136, 0.1096, 0.1287, 0.1012, 0.1221, 0.0871, 0.1298, 0.1132, 0.0912, 0.0703, 0.0751, 0.1235, 0.0734, 0.0831, 0.0828, 0.1045, 0.1654, 0.2076, 0.0860],
  "total_charge": 1,
  "homo_ev": [-13.57, -13.57],
  "gap_ev": [8.054, 8.054]
}

***

x) {
  "formula": "C7H17N2",
  "method": "ωB97M-V/def2-TZVPD",
  "elements": ["C", "N", "C", "C", "C", "N", "C", "C", "C", "H", "H", "H", "H", "H", "H", "H", "H", "H", "H", "H", "H", "H", "H", "H", "H", "H"],
  "coordinates": [[1.869, 1.414, -0.741], [1.614, -0.001, -0.530], [2.103, -0.496, 0.797], [0.305, -0.445, -0.783], [-0.245, -1.863, -0.504], [-1.632, -1.377, -0.042], [-1.031, 0.034, 0.060], [-0.795, 0.479, 1.451], [-1.816, 0.963, -0.784], [1.528, 1.751, -1.673], [1.359, 2.027, 0.083], [2.912, 1.661, -0.519], [2.217, -1.541, 0.901], [3.103, -0.036, 0.938], [1.442, -0.072, 1.554], [-0.052, -0.158, -1.875], [-0.437, -2.746, -1.180], [0.281, -2.218, 0.386], [-2.365, -1.370, -0.700], [-1.936, -1.750, 0.849], [-1.721, 0.674, 1.939], [-0.123, 1.376, 1.355], [-0.321, -0.287, 2.008], [-1.233, 1.813, -1.210], [-2.533, 1.643, -0.210], [-2.494, 0.525, -1.569]],
  "lowdin_charge": [-0.0594, -0.1997, -0.0385, -0.2451, -0.0093, 0.1583, -0.4614, -0.0138, -0.0437, 0.0735, 0.1002, 0.0972, 0.0735, 0.1085, 0.0588, 0.1825, 0.1534, 0.1185, 0.1449, 0.1787, 0.0935, 0.1185, 0.0727, 0.1088, 0.1172, 0.1120],
  "smiles": "CN(C)[C@H]1C[NH2+]C1(C)C",
  "total_charge": 1,
  "homo_ev": -12.23,
  "gap_ev": 9.174
}

***

y) {
  "formula": "C7H17N2",
  "method": "ωB97M-V/def2-TZVPD",
  "elements": ["C", "C", "C", "C", "C", "C", "C", "N", "N", "H", "H", "H", "H", "H", "H", "H", "H", "H", "H", "H", "H", "H", "H", "H", "H", "H"],
  "coordinates": [[2.260, -0.098, 0.227], [-2.204, -0.587, 1.015], [-1.090, -1.504, -1.060], [-0.279, 1.141, -1.513], [-0.366, 1.746, 0.952], [-0.844, -0.657, 0.272], [-0.462, 0.691, -0.055], [3.265, -0.036, -0.655], [2.582, -0.761, 1.295], [-2.254, 0.183, 1.826], [-2.498, -1.490, 1.365], [-3.005, -0.375, 0.317], [-1.950, -1.289, -1.619], [-0.272, -1.537, -1.766], [-1.255, -2.497, -0.794], [0.781, 1.398, -1.638], [-0.612, 0.398, -2.235], [-0.958, 2.063, -1.606], [-1.338, 2.308, 0.927], [-0.328, 1.609, 1.955], [0.401, 2.405, 0.520], [-0.120, -1.028, 0.941], [3.042, 0.571, -1.412], [4.248, -0.166, -0.310], [1.984, -0.679, 2.083], [3.412, -1.462, 1.426]],
  "lowdin_charge": [-0.2559, -0.0134, -0.0331, 0.0054, -0.0258, -0.3171, -0.1737, 0.0736, 0.0585, 0.1054, 0.0543, 0.0969, 0.0741, 0.0826, 0.0663, 0.0917, 0.0717, 0.1401, 0.1491, 0.0649, 0.1159, 0.1187, 0.0681, 0.1337, 0.0763, 0.1720],
  "total_charge": 1,
  "homo_ev": -12.57,
  "gap_ev": 7.703
}

***

It is x) that is the most stable of them.

***

w) {
  "formula": "C6H12O",
  "method": "ωB97M-V/def2-TZVPD",
  "elements": ["C", "C", "C", "C", "C", "C", "O", "H", "H", "H", "H", "H", "H", "H", "H", "H", "H", "H", "H"],
  "coordinates": [[0.911, 1.337, 1.179], [0.757, -0.062, 1.765], [-0.239, -0.945, 0.996], [0.047, -1.219, -0.460], [-0.396, -0.518, -1.512], [-1.126, 0.796, -1.497], [-0.213, -0.943, -2.801], [1.287, 1.280, 0.150], [1.615, 1.940, 1.760], [-0.050, 1.864, 1.163], [1.738, -0.555, 1.805], [0.405, 0.012, 2.804], [-1.240, -0.503, 1.096], [-0.291, -1.914, 1.507], [0.611, -2.128, -0.676], [-1.488, 1.013, -2.506], [-0.468, 1.616, -1.189], [-1.982, 0.778, -0.812], [0.122, -1.849, -2.771]],
  "lowdin_charge": [-0.1229, -0.2629, -0.2189, -0.0793, -0.3874, -0.0215, 0.0212, 0.0660, 0.0688, 0.0722, 0.1056, 0.1027, 0.1066, 0.1044, 0.1060, 0.0824, 0.0683, 0.0866, 0.1021],
  "smiles": "CCC/C=C(\\C)O",
  "total_charge": 0,
  "homo_ev": -8.43,
  "gap_ev": 9.376
}

***

x) {
  "formula": "C6H12O",
  "method": "ωB97M-V/def2-TZVPD",
  "elements": ["C", "C", "C", "C", "C", "C", "H", "H", "H", "H", "H", "H", "H", "H", "H", "H", "O", "H", "H"],
  "coordinates": [[-0.021, 3.028, 0.342], [-0.205, 1.718, 0.506], [0.973, 0.804, 0.703], [0.504, -0.635, 0.293], [1.161, -1.486, -0.495], [-0.690, -1.131, 1.126], [0.906, 3.595, 0.394], [-0.917, 3.661, 0.369], [-1.197, 1.279, 0.456], [1.777, 1.127, 0.063], [1.114, 0.897, 1.776], [0.760, -2.483, -0.561], [1.886, -1.127, -1.220], [-0.452, -2.130, 1.447], [-0.820, -0.434, 1.950], [-1.645, -1.146, 0.601], [-0.765, -1.936, -2.805], [-0.676, -1.449, -1.990], [-1.693, -2.154, -2.954]],
  "lowdin_charge": [-0.0094, -0.2004, -0.1565, -0.3414, 0.0160, -0.0702, 0.0604, 0.0525, 0.0956, 0.1085, 0.1196, 0.0642, 0.0755, 0.0733, 0.0702, 0.0768, -0.0575, -0.0171, 0.0398],
  "smiles": "C=CCC(=C)C.O",
  "total_charge": 0,
  "homo_ev": -9.55,
  "gap_ev": 10.392
}

***

It is w) that is the most stable of them.

***

w) {
  "formula": "C6H9NO",
  "method": "ωB97M-V/def2-TZVPD",
  "elements": ["C", "O", "C", "C", "N", "C", "C", "C", "H", "H", "H", "H", "H", "H", "H", "H", "H"],
  "coordinates": [[-0.741, 0.704, -1.509], [0.547, 0.187, -1.603], [1.076, -0.278, -0.361], [0.319, -1.363, -0.123], [-0.854, -0.802, 0.612], [-0.161, -0.083, 1.734], [0.525, 0.823, 0.661], [-0.858, 0.804, -0.021], [-1.159, -0.144, -1.902], [-0.771, 1.609, -2.296], [2.140, -0.398, -0.395], [0.006, -1.847, -1.100], [1.312, -2.009, 0.292], [-0.767, 0.392, 2.406], [0.309, -0.805, 2.465], [0.749, 1.769, 0.899], [-1.671, 1.440, 0.242]],
  "lowdin_charge": [-0.1621, -0.1460, -0.3485, -0.2120, 0.0235, -0.1523, -0.0703, -0.1082, 0.0863, 0.1739, 0.1444, 0.1527, 0.1942, 0.0700, 0.1284, 0.0918, 0.1342],
  "smiles": "C1O[C@@H]2CN3C[C@@H]2[C@@H]13",
  "total_charge": 0,
  "homo_ev": -8.67,
  "gap_ev": 9.670
}

***

x) {
  "formula": "C6H9NO",
  "method": "ωB97M-V/def2-TZVPD",
  "elements": ["C", "C", "C", "C", "C", "O", "C", "N", "H", "H", "H", "H", "H", "H", "H", "H", "H"],
  "coordinates": [[2.540, 0.170, 0.078], [1.136, 0.640, 0.251], [0.004, -0.057, 0.011], [-0.067, -1.545, -0.188], [-1.136, 0.797, -0.380], [-1.024, 2.154, -0.592], [-2.167, 0.174, 0.156], [-3.288, -0.342, 0.200], [2.977, 0.614, -0.820], [3.147, 0.497, 0.923], [2.616, -0.912, -0.001], [1.058, 1.702, 0.444], [0.875, -1.957, -0.538], [-0.318, -2.028, 0.758], [-0.833, -1.808, -0.916], [-1.889, 2.570, -0.490], [-3.632, -0.667, 1.104]],
  "lowdin_charge": [-0.0959, -0.1126, -0.2679, -0.0426, -0.2828, 0.0524, -0.1397, 0.1532, 0.0801, 0.0698, 0.0578, 0.1018, 0.0694, 0.0884, 0.0850, 0.1153, 0.0682],
  "smiles": "C/C=C(\\C)C(O)=C=N",
  "total_charge": 0,
  "homo_ev": -7.50,
  "gap_ev": 8.125
}

***

It is x) that is the most stable of them.

***

w) {
  "formula": "C6H9NO",
  "method": "ωB97M-V/def2-TZVPD",
  "elements": ["H", "N", "C", "O", "C", "C", "C", "C", "C", "H", "H", "H", "H", "H", "H", "H", "H"],
  "coordinates": [[-1.188, 2.596, -1.291], [-1.235, 2.044, -0.442], [-0.513, 1.011, -0.405], [0.334, 0.524, -1.365], [0.447, 1.249, -2.568], [-0.516, 0.171, 0.756], [-0.095, -0.886, 1.405], [0.715, -2.098, 1.514], [-1.089, -0.031, 2.132], [1.159, 0.701, -3.181], [0.824, 2.262, -2.390], [-0.514, 1.306, -3.092], [1.313, -2.065, 2.426], [1.370, -2.201, 0.651], [0.064, -2.972, 1.577], [-0.758, 0.607, 2.944], [-2.114, -0.365, 2.237]],
  "lowdin_charge": [0.0440, 0.1800, -0.4223, -0.0674, -0.0885, -0.0840, -0.1721, -0.0349, -0.0486, 0.0911, 0.0946, 0.0946, 0.0848, 0.0799, 0.0866, 0.0813, 0.0810],
  "smiles": "[H]/N=C(\\OC)C1=C(C)C1",
  "total_charge": 0,
  "homo_ev": -8.89,
  "gap_ev": 9.771
}

***

x) {
  "formula": "C6H9NO",
  "method": "ωB97M-V/def2-TZVPD",
  "elements": ["C", "C", "C", "C", "C", "C", "H", "H", "H", "H", "H", "H", "H", "H", "H", "N", "O"],
  "coordinates": [[-0.204, 1.017, -0.299], [-1.162, 0.184, 0.414], [-1.080, -1.083, -0.387], [0.389, -1.564, -0.682], [0.975, 0.453, 0.599], [-0.193, 0.314, 1.610], [-2.230, 0.608, 0.425], [-1.660, -0.855, -1.333], [-1.497, -1.930, 0.211], [0.547, -1.504, -1.820], [0.427, -2.685, -0.426], [2.188, -0.562, -0.611], [1.867, 1.113, 0.687], [-0.471, 1.340, 1.926], [0.043, -0.462, 2.420], [1.451, -0.818, 0.011], [-0.215, 1.842, -1.136]],
  "lowdin_charge": [-0.4267, -0.2646, -0.1480, -0.1961, -0.2153, -0.0634, 0.1760, 0.1375, 0.1191, 0.1287, 0.1188, 0.0921, 0.1530, 0.1268, 0.1445, -0.0298, 0.1474],
  "total_charge": 0,
  "homo_ev": -8.32,
  "gap_ev": 9.204
}

***

y) {
  "formula": "C6H9NO",
  "method": "ωB97M-V/def2-TZVPD",
  "elements": ["C", "C", "C", "C", "C", "C", "N", "O", "H", "H", "H", "H", "H", "H", "H", "H", "H"],
  "coordinates": [[-1.800, 0.830, -0.898], [2.131, -0.691, 0.727], [0.558, -0.430, -1.105], [-0.934, -0.074, -0.007], [1.216, 0.212, -0.038], [0.185, 0.901, 0.755], [-1.455, -1.009, 0.738], [0.621, -0.935, -2.172], [-1.730, -1.834, 0.199], [-1.192, 1.436, -1.570], [-2.463, 0.202, -1.493], [-2.381, 1.498, -0.262], [1.507, -1.408, 1.289], [2.799, -1.240, 0.065], [2.705, -0.109, 1.449], [0.241, 0.714, 1.825], [-0.007, 1.938, 0.497]],
  "lowdin_charge": [-0.0239, -0.0437, -0.2348, -0.4797, -0.2283, -0.0737, 0.1076, 0.1726, 0.0538, 0.0853, 0.0863, 0.0925, 0.0989, 0.0860, 0.0892, 0.1142, 0.0978],
  "total_charge": 0,
  "homo_ev": [-8.17, -8.21],
  "gap_ev": [7.317, 7.374]
}

***

z) {
  "formula": "C6H9NO",
  "method": "ωB97M-V/def2-TZVPD",
  "elements": ["C", "C", "C", "C", "C", "N", "C", "H", "H", "H", "H", "H", "H", "H", "O", "H", "H"],
  "coordinates": [[-1.525, 1.305, -1.089], [-1.715, 0.228, -0.262], [-0.687, -0.534, 0.437], [-1.031, -1.608, 1.239], [0.177, -2.189, 1.671], [1.276, -1.511, 1.063], [0.664, -0.462, 0.245], [-2.466, 1.774, -1.493], [-0.653, 1.890, -1.273], [-2.709, -0.190, -0.206], [-2.043, -1.800, 1.584], [0.315, -2.949, 2.393], [2.054, -2.049, 0.688], [1.336, 0.321, -0.114], [2.143, 2.665, -1.865], [2.397, 3.322, -1.281], [2.468, 1.787, -1.736]],
  "lowdin_charge": [0.0213, -0.1285, -0.3195, -0.0562, -0.0949, 0.0093, -0.0380, 0.0620, 0.0275, 0.0911, 0.1089, 0.0843, 0.1308, 0.1021, -0.0154, -0.0025, 0.0176],
  "smiles": "C=Cc1cc[nH]c1.O",
  "total_charge": 0,
  "homo_ev": -8.04,
  "gap_ev": 8.803
}

***

It is z) that is the most stable of them.

***

w) {
  "formula": "C5H8N3O4",
  "method": "ωB97M-V/def2-TZVPD",
  "elements": ["C", "C", "C", "C", "N", "O", "N", "O", "C", "N", "O", "O", "H", "H", "H", "H", "H", "H", "H", "H"],
  "coordinates": [[0.812, 1.007, -2.520], [0.536, 1.093, -1.035], [-0.703, 0.166, -0.675], [-0.735, 0.163, 0.723], [-1.043, 0.985, 1.634], [-0.717, 0.512, 2.882], [-0.286, -0.896, 2.735], [-0.025, -1.490, 3.693], [-0.244, -1.165, 1.449], [0.342, -2.366, 0.832], [0.219, -2.451, -0.362], [0.953, -3.157, 1.477], [1.646, 1.515, -2.710], [-0.048, 1.376, -3.107], [0.965, -0.100, -2.698], [1.423, 0.769, -0.551], [0.312, 2.124, -0.881], [-1.426, 0.665, -1.271], [-0.550, -0.770, -1.199], [-1.430, 2.021, 1.586]],
  "lowdin_charge": [-0.0681, -0.2013, -0.0985, -0.1010, 0.1633, 0.1201, -0.1341, 0.2562, 0.0660, -0.3275, 0.1167, 0.1870, 0.0366, 0.1052, 0.1157, 0.1121, 0.1090, 0.1378, 0.1155, 0.2894],
  "smiles": "CCCc1[nH]o[n+](=O)c1[N+](=O)[O-]",
  "total_charge": 1,
  "homo_ev": -15.60,
  "gap_ev": 10.104
}

***

x) {
  "formula": "C5H8N3O4",
  "method": "ωB97M-V/def2-TZVPD",
  "elements": ["C", "C", "C", "C", "C", "N", "N", "N", "O", "O", "O", "O", "H", "H", "H", "H", "H", "H", "H", "H"],
  "coordinates": [[-1.382, 1.698, -0.163], [-1.718, 0.359, 0.059], [0.411, 0.495, -0.313], [-0.350, -1.777, 0.303], [2.443, 0.294, -0.213], [-0.580, -0.378, -0.012], [-0.061, 1.724, -0.431], [-3.016, -0.160, 0.041], [-3.908, 0.562, 0.262], [-3.145, -1.350, -0.186], [2.771, 1.107, 0.778], [2.781, -0.986, 0.046], [-2.041, 2.566, -0.226], [0.660, -1.869, 0.694], [-1.249, -2.174, 0.942], [-0.382, -2.315, -0.691], [2.763, 0.590, -1.183], [0.444, 2.519, -0.665], [3.102, 0.642, 1.605], [2.456, -1.546, -0.648]],
  "lowdin_charge": [0.0755, -0.1296, -0.0104, 0.0239, -0.2902, -0.0105, 0.1476, -0.3693, 0.1714, 0.1076, 0.0838, 0.0770, 0.1619, 0.0818, 0.1469, 0.1277, 0.1472, 0.1593, 0.1837, 0.1147],
  "total_charge": 1,
  "homo_ev": -14.28,
  "gap_ev": 10.088
}

***

It is x) that is the most stable of them.